122
Properties=species:S:1:pos:R:3:lowdin_charge:R:1 method="wB97M-V/def2-TZVPD" charge=+1 gap_ev=6.6 homo_energy_ha=-0.357
Ga 0.7945 -1.0058 -1.0309 0.505
C 2.4814 6.1898 10.4684 -0.071
O 3.4092 5.2991 9.8888 -0.065
C 3.1072 4.7135 8.7164 -0.270
C 4.0723 3.8367 8.2041 0.010
C 3.8618 3.1715 7.0211 -0.020
C 2.6708 3.3580 6.3070 -0.164
C 1.7198 4.2488 6.8096 -0.008
C 1.9289 4.9188 7.9951 0.000
C 2.3873 2.6608 5.0815 -0.247
N 1.3107 2.8502 4.3419 0.194
C 1.4221 2.0150 3.2873 -0.160
C 2.6114 1.2727 3.3875 -0.121
N 3.2031 1.7017 4.5377 0.193
C 2.9791 0.2905 2.4446 -0.055
C 4.0964 -0.5582 2.5104 0.036
C 4.2764 -1.5117 1.5351 -0.002
C 3.3407 -1.6192 0.5065 -0.075
N 2.2995 -0.8177 0.4222 0.089
C 2.1063 0.1349 1.3379 -0.147
C 0.9473 0.9653 1.1654 -0.154
N 0.2544 0.8307 0.0245 0.084
C -0.8824 1.4761 -0.1194 -0.088
C -1.3906 2.3292 0.8636 0.002
C -0.6640 2.5451 2.0105 0.045
C 0.5494 1.8654 2.1751 -0.056
H 2.9388 6.5243 11.3963 0.098
H 1.5337 5.6921 10.6899 0.099
H 2.2970 7.0505 9.8206 0.099
H 4.9826 3.6974 8.7658 0.124
H 4.6370 2.5173 6.6493 0.105
H 0.8151 4.4015 6.2436 0.113
H 1.1696 5.5948 8.3548 0.108
H 4.0891 1.3977 4.9025 0.154
H 4.7972 -0.4735 3.3251 0.121
H 5.1150 -2.1903 1.5708 0.120
H 3.4154 -2.3787 -0.2608 0.132
H -1.4078 1.3094 -1.0526 0.047
H -2.3443 2.8082 0.7171 0.114
H -0.9967 3.2082 2.7912 0.127
C 3.0830 1.7928 -1.2341 -0.144
Si 3.1327 0.5500 -2.6804 0.498
C 2.7759 1.6455 -4.2036 -0.156
C 4.8486 -0.3008 -2.6403 -0.151
N 1.8557 -0.6673 -2.5696 -0.071
C 1.4653 -1.3374 -3.7186 -0.324
C 2.2772 -1.5137 -4.8409 -0.042
C 1.7895 -2.0981 -5.9955 -0.068
C 0.4733 -2.5215 -6.0755 -0.070
C -0.3360 -2.4093 -4.9607 -0.038
C 0.1699 -1.8699 -3.7930 -0.286
O -0.6192 -1.7319 -2.6457 -0.093
C -1.5846 -2.7127 -2.4276 -0.257
C -1.3603 -4.0470 -2.7446 -0.027
C -2.3531 -4.9810 -2.5024 -0.070
C -3.5480 -4.5951 -1.9214 -0.070
C -3.7504 -3.2708 -1.5721 -0.050
C -2.7736 -2.3233 -1.8266 -0.007
H 3.6263 2.6830 -1.5271 0.041
H 3.5492 1.4181 -0.3284 0.021
H 2.0702 2.0992 -0.9993 0.020
H 3.5629 2.3806 -4.3435 0.035
H 1.8484 2.1950 -4.0549 -0.010
H 2.6771 1.0893 -5.1288 0.022
H 5.6101 0.3854 -2.2826 0.029
H 5.1615 -0.6381 -3.6227 0.020
H 4.8527 -1.1679 -1.9855 0.013
H 3.3045 -1.1941 -4.8004 0.089
H 2.4405 -2.2100 -6.8490 0.109
H 0.0777 -2.9403 -6.9876 0.108
H -1.3631 -2.7444 -4.9924 0.126
H -0.4185 -4.3481 -3.1806 0.136
H -2.1839 -6.0140 -2.7628 0.114
H -4.3178 -5.3280 -1.7378 0.107
H -4.6776 -2.9691 -1.1087 0.112
H -2.9106 -1.2882 -1.5496 0.119
Te -1.0124 1.2265 -3.8972 1.483
C -1.5994 2.8786 -5.1479 -0.503
C -1.7434 4.1646 -4.6559 -0.146
C -2.1611 5.1894 -5.4886 -0.084
C -2.4335 4.9336 -6.8213 -0.081
C -2.3059 3.6464 -7.3153 -0.080
C -1.8893 2.6265 -6.4784 -0.147
C -3.0737 0.9656 -3.3412 -0.498
C -3.8190 -0.0701 -3.8790 -0.151
C -5.1551 -0.2186 -3.5465 -0.080
C -5.7536 0.6714 -2.6710 -0.077
C -5.0158 1.7191 -2.1432 -0.079
C -3.6827 1.8665 -2.4783 -0.154
H -1.5240 4.3760 -3.6184 0.090
H -2.2700 6.1924 -5.0993 0.106
H -2.7408 5.7359 -7.4761 0.106
H -2.5283 3.4380 -8.3526 0.107
H -1.7849 1.6231 -6.8662 0.090
H -3.3534 -0.7684 -4.5630 0.098
H -5.7308 -1.0151 -3.9929 0.110
H -6.7930 0.5525 -2.4037 0.106
H -5.4842 2.4332 -1.4796 0.106
H -3.1118 2.6954 -2.0752 0.089
C -3.5726 -5.7375 3.9410 -0.039
C -2.6396 -4.9865 3.0458 -0.251
C -2.4000 -3.6364 3.2608 -0.002
C -1.6014 -2.8896 2.4135 -0.177
C -1.3914 -1.4401 2.7396 -0.023
C -0.9888 -3.5284 1.3181 -0.037
C -1.1321 -4.9149 1.1440 -0.178
C -0.3988 -5.6876 0.0949 -0.028
C -1.9753 -5.6094 2.0005 0.001
C -0.2847 -2.6908 0.3358 -0.522
O 0.7338 -3.0423 -0.3119 0.054
O -0.7408 -1.5236 0.1407 0.017
H -4.1269 -5.0499 4.5747 0.077
H -3.0193 -6.4256 4.5791 0.089
H -4.2768 -6.3238 3.3551 0.085
H -2.8611 -3.1499 4.1067 0.117
H -1.6323 -1.2562 3.7831 0.086
H -2.0368 -0.8157 2.1243 0.090
H -0.3595 -1.1398 2.5625 0.075
H -0.1277 -5.0701 -0.7534 0.049
H -0.9985 -6.5279 -0.2462 0.084
H 0.5214 -6.0857 0.5242 0.099
H -2.1130 -6.6690 1.8427 0.124

120
Properties=species:S:1:pos:R:3:mulliken_spin:R:1 method="wB97M-V/def2-TZVPD" charge=+1 gap_ev="6.2 / 5.1" homo_energy_ha="-0.354 / -0.321" multiplicity=2
Re -0.2980 0.4326 -0.1007 0.964
C -1.5664 -0.3273 3.3696 -0.008
Si -0.9296 -1.0492 1.7184 0.025
C 0.6686 -1.9937 2.2155 0.021
C 0.7119 -2.8689 3.3028 -0.003
C 1.9026 -3.4361 3.7350 0.000
C 3.0884 -3.1342 3.0778 -0.001
C 3.0657 -2.2897 1.9795 -0.009
C 1.8701 -1.7138 1.5522 -0.015
P 1.8091 -0.7422 -0.0090 0.162
C 3.0629 0.5895 -0.0742 -0.050
C 3.0025 1.2410 -1.2454 0.052
C 3.0386 2.7509 -1.2831 -0.070
C 3.9848 3.2816 -0.2346 -0.030
C 4.2909 2.5656 0.8445 0.006
C 3.6449 1.2423 1.1546 0.018
C 2.6374 -1.9998 -1.0693 0.014
C 3.9936 -1.9430 -1.3938 0.002
C 4.6002 -3.0094 -2.0437 -0.001
C 3.8637 -4.1370 -2.3746 0.001
C 2.5162 -4.1977 -2.0523 -0.001
C 1.9147 -3.1401 -1.3941 -0.036
C -2.3534 -2.1433 1.0381 -0.007
C -3.0999 -3.0008 1.8476 -0.001
C -4.1326 -3.7683 1.3330 0.000
C -4.4445 -3.6938 -0.0179 0.001
C -3.7322 -2.8372 -0.8405 -0.004
C -2.7039 -2.0523 -0.3156 0.027
P -1.6589 -1.0534 -1.4393 0.046
C -2.6429 -0.0298 -2.5882 -0.049
C -3.9637 0.0217 -2.7808 -0.002
C -4.5514 0.9783 -3.7243 0.001
C -3.8315 1.8481 -4.4370 0.000
C -2.3437 1.9693 -4.3054 -0.002
C -1.7885 1.0404 -3.1933 0.041
C -1.1328 -2.3906 -2.5883 0.006
C -0.9982 -2.1761 -3.9582 -0.019
C -0.6779 -3.2240 -4.8076 0.002
C -0.4803 -4.4988 -4.3031 -0.002
C -0.6186 -4.7251 -2.9411 0.002
C -0.9502 -3.6829 -2.0918 -0.014
H -1.1804 -0.8801 4.2286 -0.001
H -2.6572 -0.3527 3.4067 0.000
H -1.2627 0.7173 3.4675 0.002
H -0.2116 -3.1191 3.8139 0.000
H 1.9077 -4.1226 4.5726 0.000
H 4.0207 -3.5776 3.4063 0.000
H 3.9813 -2.1007 1.4274 0.002
H 2.6345 0.7311 -2.1324 -0.019
H 2.7134 2.6337 -3.3954 -0.003
H 4.4344 4.2485 -0.4204 -0.001
H 5.0031 2.9350 1.5727 0.000
H 4.3187 0.5537 1.6522 0.005
H 4.5824 -1.0727 -1.1403 0.000
H 5.6536 -2.9570 -2.2870 0.000
H 4.3435 -4.9676 -2.8754 0.000
H 1.9353 -5.0735 -2.3108 0.000
H 0.8748 -3.1880 -1.1108 0.019
H -2.8643 -3.0712 2.9041 0.000
H -4.6885 -4.4376 1.9774 0.000
H -5.2294 -4.3133 -0.4320 0.000
H -3.9520 -2.8054 -1.9014 0.000
H -4.6373 -0.6534 -2.2682 0.000
H -5.6245 0.9318 -3.8613 0.000
H -4.3060 2.5149 -5.1482 0.000
H -1.8638 1.8881 -5.2840 -0.001
H -0.7762 0.6897 -3.4040 0.036
H -1.1645 -1.1962 -4.3843 0.002
H -0.5941 -3.0429 -5.8714 0.000
H -0.2318 -5.3141 -4.9694 0.000
H -0.4766 -5.7189 -2.5353 0.000
H -1.0942 -3.8781 -1.0361 0.002
Br 5.1330 3.0583 -3.1836 -0.001
C 3.2516 3.2829 -2.7032 0.003
C 2.8038 4.6985 -2.9188 -0.012
C 1.5115 4.9592 -3.1040 -0.001
Br 0.9820 6.7522 -3.4832 0.000
C 0.4155 3.9736 -2.9807 -0.026
C -0.6731 3.9862 -3.7714 0.011
C -1.9142 3.2137 -3.4568 -0.001
C -1.7163 2.2658 -2.2590 0.017
N -0.5033 2.2613 -1.5378 -0.062
C 0.4750 3.0284 -1.8542 -0.026
C 1.5664 2.8764 -0.8785 -0.034
O 1.2232 2.4995 0.2286 -0.003
H 3.5440 5.4850 -2.9636 0.000
H -0.7243 4.6846 -4.5988 -0.001
H -2.7213 3.9416 -3.3326 0.001
H -2.5492 2.2862 -1.5533 -0.008
O -2.6187 5.4965 1.7666 0.002
S -2.5377 4.5827 2.8863 0.000
O -4.1402 3.9962 3.1407 0.001
N -1.7946 3.2307 2.3436 0.022
C -2.3794 2.3698 1.5568 -0.006
O -1.6787 1.6006 0.8235 0.025
C -3.8485 2.2084 1.5457 0.005
C -4.4484 1.1852 0.8105 -0.012
C -5.8130 0.9905 0.8483 0.000
C -6.6053 1.8479 1.6098 0.000
C -6.0307 2.8644 2.3440 0.000
C -4.6466 3.0387 2.3406 0.002
H -3.8185 0.5329 0.2221 0.004
H -6.2620 0.1720 0.2999 0.000
H -7.6798 1.7201 1.6315 0.000
H -6.6293 3.5411 2.9388 0.000
C 5.2308 -0.0588 3.7221 0.000
N 3.9560 0.1832 4.3697 -0.001
C 3.7385 -0.3638 5.7184 0.000
C 2.3574 0.1745 6.1157 0.000
N 1.9129 0.7716 4.8648 -0.001
C 2.8538 0.7712 3.9182 -0.001
S 2.3120 1.5156 2.4407 -0.006
H 5.9066 -0.4852 4.4590 0.000
H 5.6744 0.8676 3.3583 0.000
H 5.1347 -0.7797 2.9114 0.000
H 4.5263 -0.0243 6.3896 0.000
H 3.7563 -1.4547 5.6723 0.000
H 2.4083 0.9261 6.9044 0.000
H 1.6780 -0.6151 6.4316 0.000
H 1.0255 1.2366 4.7429 0.001

78
Properties=species:S:1:pos:R:3:lowdin_charge:R:1 method="wB97M-V/def2-TZVPD" charge=-1 gap_ev=5.0 homo_energy_ha=-0.124
Mg 0.4316 -1.0809 1.0887 0.594
C -0.9829 -4.8904 2.9789 -0.059
C -0.7408 -3.9080 2.0062 -0.125
N 0.1429 -2.9504 2.1584 0.059
C 0.8656 -2.8753 3.3146 -0.135
C 0.6505 -3.7878 4.3659 -0.169
C -0.2923 -4.8156 4.1552 -0.026
C 1.3853 -3.6565 5.5717 -0.067
C 2.2984 -2.6477 5.6748 -0.086
C 2.5674 -1.7617 4.6139 -0.009
C 1.9031 -1.8553 3.3996 -0.209
N 2.0854 -1.1595 2.2507 -0.006
C 3.2555 -0.7016 1.7166 -0.203
C 4.4186 -0.3064 2.3495 -0.015
C 5.5298 0.1627 1.6150 -0.092
C 5.5185 0.2413 0.2549 -0.063
C 4.3767 -0.2185 -0.4513 -0.157
C 4.3080 -0.2434 -1.8614 -0.008
C 3.2215 -0.7874 -2.4831 -0.039
C 2.1893 -1.3082 -1.6846 -0.151
N 2.2006 -1.2647 -0.3742 0.025
C 3.2709 -0.7128 0.2630 -0.147
H -1.7108 -5.6666 2.7897 0.103
H -1.3032 -3.9117 1.0786 0.118
H -0.4542 -5.5465 4.9399 0.117
H 1.2109 -4.3528 6.3819 0.101
H 2.8462 -2.5186 6.6009 0.102
H 3.2829 -0.9717 4.7712 0.088
H 4.4851 -0.3145 3.4245 0.078
H 6.4066 0.4879 2.1624 0.099
H 6.3629 0.6337 -0.2974 0.102
H 5.1260 0.1755 -2.4363 0.114
H 3.1247 -0.8145 -3.5593 0.099
H 1.3086 -1.7330 -2.1565 0.108
N 0.0088 3.4637 0.4151 0.073
C -0.4202 2.6308 1.3858 -0.980
S -0.5237 3.0949 3.0032 0.479
N -0.7583 1.4074 0.9417 -0.560
N -1.1033 0.3851 1.8604 -0.048
C -2.3603 0.3689 2.0557 -0.071
C -3.0063 -0.6138 2.9440 -0.240
C -4.3970 -0.6363 2.9898 -0.010
C -5.0146 -1.5078 3.8725 -0.065
C -4.2209 -2.3084 4.6749 -0.063
C -2.8393 -2.2220 4.5426 -0.132
N -2.2334 -1.4025 3.6953 0.142
H 0.0648 4.4292 0.6866 0.077
H -0.1840 3.2515 -0.5618 -0.015
H -2.9824 1.1231 1.5785 0.143
H -4.9688 0.0142 2.3419 0.119
H -6.0942 -1.5530 3.9337 0.106
H -4.6532 -2.9853 5.3996 0.099
H -2.1881 -2.8400 5.1509 0.101
S -3.4315 2.4081 -2.1403 -0.080
P -1.5377 2.7951 -2.8268 0.443
S -0.2500 0.6742 -0.5559 0.631
C -1.7650 3.9501 -4.2557 -0.452
C -1.1507 5.1960 -4.2217 -0.127
C -1.3249 6.1145 -5.2527 -0.114
C -2.1208 5.7900 -6.3387 -0.120
C -2.7459 4.5463 -6.3849 -0.103
C -2.5715 3.6428 -5.3519 -0.114
C -1.0039 1.3098 -3.7917 -0.466
C -1.5688 0.0566 -3.5753 -0.173
C -1.0592 -1.0730 -4.2053 -0.115
C 0.0286 -0.9715 -5.0615 -0.133
C 0.5995 0.2769 -5.2902 -0.122
C 0.0879 1.3991 -4.6582 -0.112
H -0.5249 5.4483 -3.3722 0.085
H -0.8370 7.0811 -5.2051 0.090
H -2.2587 6.4997 -7.1461 0.088
H -3.3760 4.2895 -7.2287 0.092
H -3.0750 2.6825 -5.3742 0.099
H -2.4180 -0.0040 -2.9034 0.040
H -1.5213 -2.0391 -4.0323 0.092
H 0.4238 -1.8525 -5.5547 0.087
H 1.4442 0.3731 -5.9636 0.091
H 0.5419 2.3680 -4.8418 0.100

F_max, record by record: 1.456, 1.430, 0.690 eV Å⁻¹
Energy, record by record: -5260.94755, -9714.84301, -3546.85674 Ha
Energy relative to the best compared isomer or geometry (same formula, charge and spin), record by record: 0.0, 247.7, 29.8 kJ/mol